The following is a quantum chemistry calculation of 10 unconnected molecules or ions with the total composition C47H121N7O15 at a distorted geometry, from the Open Molecules 2025 dataset.

```
! wB97M-V def2-TZVPD RIJCOSX def2/J DEFGRID3
* xyz 0 1
C -22.060 -14.938 19.740
O -21.692 -15.188 21.111
C -20.650 -16.182 21.285
C -21.157 -17.632 20.963
N -22.338 -17.968 21.818
C -23.024 -19.137 21.237
C -23.991 -18.690 20.109
O -24.871 -17.637 20.501
C -25.558 -16.968 19.449
H -22.684 -14.044 19.748
H -22.716 -15.721 19.359
H -21.232 -14.744 19.058
H -20.338 -16.220 22.329
H -19.805 -15.854 20.679
H -20.383 -18.389 21.086
H -21.513 -17.724 19.936
H -23.015 -17.219 21.780
H -23.730 -19.529 21.970
H -22.298 -19.911 20.987
H -24.512 -19.521 19.633
H -23.401 -18.292 19.283
H -26.306 -17.618 18.995
H -24.865 -16.545 18.721
H -26.114 -16.157 19.920
C -32.023 -17.439 14.746
O -32.467 -16.559 13.779
C -31.946 -15.258 13.902
C -32.230 -14.366 12.683
N -31.497 -14.883 11.500
C -31.775 -14.328 10.181
C -31.245 -15.183 8.963
O -31.797 -16.497 8.915
C -31.201 -17.285 7.911
H -30.948 -17.603 14.824
H -32.438 -18.431 14.569
H -32.297 -17.110 15.749
H -30.873 -15.249 14.089
H -32.387 -14.728 14.746
H -31.916 -13.354 12.939
H -33.300 -14.257 12.509
H -31.753 -15.843 11.319
H -31.469 -13.283 10.130
H -32.865 -14.303 10.147
H -30.171 -15.235 9.141
H -31.428 -14.638 8.037
H -31.298 -18.328 8.213
H -30.175 -17.010 7.664
H -31.811 -17.283 7.008
C -33.877 -15.022 20.908
O -32.759 -14.300 20.514
C -32.504 -13.082 21.259
C -31.253 -12.303 20.738
N -31.553 -11.271 19.718
C -30.333 -10.738 19.126
C -29.430 -9.978 20.105
O -28.488 -9.164 19.449
C -27.548 -9.908 18.663
H -33.972 -15.850 20.205
H -34.786 -14.469 20.672
H -33.869 -15.467 21.903
H -32.297 -13.356 22.294
H -33.406 -12.484 21.128
H -30.529 -13.006 20.327
H -30.743 -11.728 21.510
H -32.225 -11.644 19.063
H -30.605 -10.027 18.347
H -29.842 -11.564 18.610
H -28.997 -10.632 20.862
H -30.047 -9.287 20.680
H -27.143 -10.817 19.106
H -26.734 -9.258 18.341
H -28.050 -10.182 17.735
C -6.263 -16.921 22.542
O -7.597 -17.348 22.479
C -8.188 -17.292 23.802
C -9.677 -17.893 23.763
N -10.501 -16.960 22.968
C -11.901 -17.295 22.943
C -12.866 -16.253 22.230
O -12.692 -16.268 20.819
C -13.458 -17.265 20.135
H -6.224 -15.931 22.995
H -5.756 -16.839 21.580
H -5.589 -17.648 22.994
H -8.081 -16.273 24.175
H -7.617 -17.893 24.510
H -10.171 -17.841 24.733
H -9.689 -18.943 23.468
H -10.156 -16.795 22.033
H -12.327 -17.422 23.938
H -11.959 -18.302 22.529
H -12.529 -15.264 22.540
H -13.916 -16.423 22.471
H -14.481 -16.900 20.052
H -13.506 -18.272 20.549
H -13.066 -17.441 19.133
C -27.363 -13.732 25.669
O -26.853 -12.569 24.921
C -25.426 -12.530 24.752
C -24.648 -12.284 26.088
N -25.014 -10.954 26.625
C -24.188 -10.548 27.749
C -24.009 -11.502 29.001
O -25.142 -11.317 29.861
C -26.085 -12.456 29.796
H -26.993 -14.672 25.262
H -28.444 -13.774 25.804
H -26.966 -13.692 26.683
H -25.349 -11.743 24.002
H -24.978 -13.374 24.229
H -23.566 -12.354 25.974
H -24.923 -13.049 26.815
H -25.978 -10.996 26.921
H -24.595 -9.661 28.235
H -23.180 -10.383 27.369
H -23.138 -11.252 29.607
H -23.885 -12.525 28.645
H -26.835 -12.105 29.088
H -26.577 -12.653 30.749
H -25.640 -13.376 29.418
C -25.635 -14.440 13.167
C -26.034 -12.969 12.954
C -24.856 -12.016 13.108
O -24.357 -12.015 14.409
C -23.110 -11.321 14.606
N -26.641 -12.876 11.650
H -25.299 -14.628 14.186
H -24.868 -14.733 12.451
H -26.508 -15.070 12.995
H -26.842 -12.757 13.654
H -25.152 -10.985 12.911
H -24.078 -12.356 12.425
H -22.385 -11.842 13.981
H -22.908 -11.328 15.677
H -23.174 -10.301 14.226
H -27.002 -11.959 11.428
H -27.526 -13.361 11.707
C -13.931 -17.381 31.608
C -14.885 -16.179 31.432
C -15.916 -16.381 30.313
O -16.741 -15.223 30.227
C -17.750 -15.374 29.213
N -15.594 -16.132 32.704
H -13.257 -17.288 32.460
H -13.297 -17.319 30.724
H -14.504 -18.308 31.595
H -14.259 -15.324 31.175
H -16.536 -17.267 30.448
H -15.448 -16.615 29.357
H -17.266 -15.560 28.254
H -18.359 -14.471 29.181
H -18.355 -16.261 29.404
H -16.356 -15.506 32.488
H -14.987 -15.601 33.312
C -21.680 -19.656 28.859
C -22.097 -19.429 27.359
C -22.990 -18.214 27.123
O -20.942 -19.203 26.603
H -22.523 -20.140 29.352
H -21.531 -18.745 29.439
H -20.835 -20.327 29.011
H -22.539 -20.371 27.034
H -23.873 -18.318 27.754
H -23.399 -18.094 26.120
H -22.346 -17.399 27.453
H -21.279 -18.996 25.728
C -18.958 -20.501 16.043
C -18.691 -21.940 16.184
C -17.441 -22.521 15.516
O -18.707 -22.219 17.561
H -19.162 -20.282 14.995
H -18.090 -19.873 16.244
H -19.806 -20.152 16.633
H -19.505 -22.490 15.711
H -16.596 -22.194 16.122
H -17.302 -22.352 14.448
H -17.598 -23.599 15.519
H -18.365 -23.108 17.677
C -24.999 -20.996 12.716
C -25.183 -22.313 13.485
C -25.060 -22.151 14.987
O -26.492 -22.699 13.183
H -25.462 -20.130 13.190
H -25.402 -21.137 11.713
H -23.972 -20.632 12.718
H -24.462 -23.002 13.045
H -25.242 -23.134 15.421
H -25.858 -21.510 15.361
H -24.060 -21.805 15.247
H -26.749 -23.551 13.543
*
```

E_tot   -3374.76250 hartree
Structure (SMILES)   COC[C@H](C)N.COC[C@H](C)N.COCCNCCOC.COCCNCCOC.COCCNCCOC.COCCNCCOC.COCCNCCOC.CC(C)O.CC(C)O.CC(C)O
Lowest unoccupied orbital energy   0.124 eV
HOMO level   -8.538 eV
Max |F|   2.834 eV/A
Gap between HOMO and LUMO   8.661 eV
Energy relative to the best compared isomer or geometry (same formula, charge and spin)   61.7 kcal per mole